[1]
{
  "formula": "C21H20N3NiO3",
  "method": "ωB97M-V with the def2-TZVPD basis set",
  "symbols": ["Ni", "C", "O", "C", "C", "C", "C", "C", "C", "N", "N", "C", "O", "C", "C", "C", "C", "C", "C", "C", "O", "H", "H", "H", "H", "H", "H", "H", "H", "H", "H", "H", "H", "C", "C", "C", "C", "C", "C", "N", "H", "H", "H", "H", "H", "H", "H", "H"],
  "coordinates": [[-0.51154, -0.50163, -0.25010], [-2.64959, -0.21561, -4.36336], [-1.32516, 0.09652, -4.77812], [-0.71577, 1.12622, -4.10075], [-0.21246, 2.16783, -4.84213], [0.46784, 3.22487, -4.22914], [0.61528, 3.20804, -2.86395], [0.13005, 2.14959, -2.07871], [0.30296, 2.26390, -0.64520], [0.06648, 1.32650, 0.19037], [0.14516, 1.61944, 1.53709], [-0.42250, 0.64892, 2.21729], [-0.96207, -0.40114, 1.72544], [-0.44806, 0.80780, 3.70385], [0.08141, 1.93500, 4.32724], [0.04302, 2.05178, 5.70741], [-0.52321, 1.04471, 6.48008], [-1.05075, -0.08030, 5.86276], [-1.01337, -0.19781, 4.48037], [-0.54686, 1.05478, -2.68652], [-1.00762, 0.01701, -2.05366], [-3.11840, -0.73916, -5.19633], [-2.64768, -0.84328, -3.47477], [-3.21308, 0.69861, -4.15346], [-0.35541, 2.13751, -5.91566], [0.86027, 4.04155, -4.82042], [1.12341, 4.02449, -2.36163], [0.61666, 3.22915, -0.24504], [0.51926, 2.70810, 3.71113], [0.45780, 2.93115, 6.18511], [-0.55103, 1.13754, 7.55905], [-1.49109, -0.87023, 6.45891], [-1.41812, -1.06634, 3.97838], [-0.39677, -3.41593, 1.50855], [0.65685, -3.17884, 0.47347], [1.70062, -4.00519, 0.12365], [2.41915, -3.34087, -0.90893], [1.76422, -2.15369, -1.14280], [2.11135, -1.08129, -2.12495], [0.68323, -2.04638, -0.30276], [-0.27181, -4.41148, 1.93754], [-1.40414, -3.35845, 1.08397], [-0.34977, -2.67924, 2.31166], [1.91281, -4.97079, 0.56025], [3.30182, -3.68721, -1.42742], [3.01438, -1.35892, -2.67045], [2.29880, -0.12081, -1.63371], [1.31344, -0.92644, -2.85357]],
  "de_lowest_kj_mol": 0.0,
  "orbital_gap_ev": [6.8, 6.8],
  "e_homo_ev": [-3.85, -3.84],
  "total_charge": -1,
  "spin_multiplicity": 3,
  "lumo_energy_ev": [2.97, 2.96]
}



[2]
{
  "formula": "C9H18NO4P2S",
  "method": "ωB97M-V with the def2-TZVPD basis set",
  "symbols": ["C", "C", "P", "C", "C", "C", "C", "C", "P", "S", "C", "O", "N", "H", "H", "H", "H", "H", "H", "H", "H", "H", "H", "H", "H", "H", "H", "H", "H", "H", "C", "O", "O", "O", "H"],
  "coordinates": [[-2.29950, 2.34268, -0.91922], [-0.74228, 2.02608, -0.39890], [-0.13872, 0.28187, -0.88224], [1.76148, 0.11317, -0.86931], [2.46337, 0.20136, 0.60912], [-1.02343, -1.11125, 0.07576], [-0.18497, -2.09487, 1.08313], [-0.93219, -1.88597, 2.55864], [-0.67675, -0.16348, 3.40801], [1.03283, -0.01386, 4.32484], [-2.48465, -1.75209, 2.02617], [-3.62201, -2.32092, 2.48717], [-2.31532, -0.78313, 0.84213], [-2.25990, 2.75056, -2.03595], [-2.83994, 3.15170, -0.22981], [-2.95819, 1.35737, -0.93716], [-0.66158, 2.29226, 0.73749], [-0.07046, 2.81557, -0.98438], [2.11509, -0.86762, -1.42843], [2.19409, 1.02476, -1.50612], [1.71290, 0.63078, 1.39738], [2.87688, -0.88120, 0.88584], [3.44112, 0.88243, 0.53569], [-1.33081, -1.84957, -0.81059], [0.98415, -2.12837, 1.04887], [-0.53682, -3.18198, 0.74745], [-0.68334, -2.81603, 3.25617], [-0.78861, 0.88409, 2.39651], [-1.74878, 0.11899, 4.36549], [-3.03266, -1.22027, 0.19041], [2.19775, 0.59058, -4.46632], [2.30561, -0.24864, -5.39275], [3.27830, 0.58480, -3.69881], [1.27857, 1.38709, -4.17213], [3.68873, -0.11687, -4.24413]],
  "orbital_gap_ev": 6.5,
  "e_homo_ev": -4.41,
  "total_charge": -1,
  "lumo_energy_ev": 2.13
}



[3]
{
  "formula": "C7H19Cl4N5O10",
  "method": "ωB97M-V with the def2-TZVPD basis set",
  "symbols": ["C", "N", "O", "O", "H", "H", "H", "C", "N", "O", "O", "H", "H", "H", "C", "N", "O", "O", "H", "H", "H", "C", "N", "O", "O", "H", "H", "H", "C", "N", "O", "O", "H", "H", "H", "C", "Cl", "Cl", "H", "H", "C", "Cl", "Cl", "H", "H"],
  "coordinates": [[-12.53680, 2.21623, 3.60670], [-11.33450, 1.31847, 3.49917], [-11.49845, 0.19784, 3.12138], [-10.28332, 1.82597, 3.80553], [-13.28640, 1.68825, 3.01727], [-12.29711, 3.19811, 3.19858], [-12.81553, 2.17779, 4.65976], [-6.78169, -0.07966, 3.90852], [-8.05755, -0.83424, 3.68397], [-8.44014, -1.01948, 2.48724], [-8.65101, -1.30767, 4.67030], [-6.19912, -0.14472, 2.98957], [-6.29792, -0.57317, 4.75144], [-7.12461, 0.93734, 4.09887], [-9.14287, -4.84959, 3.67844], [-10.43726, -4.32770, 4.21553], [-10.66391, -4.38560, 5.43788], [-11.20271, -3.76113, 3.37225], [-9.12665, -4.86676, 2.58869], [-9.16951, -5.90375, 3.95436], [-8.34602, -4.25456, 4.12462], [-10.22438, -3.33382, -3.56477], [-10.93013, -3.83873, -4.75829], [-10.57746, -4.85343, -5.35056], [-11.78935, -3.07168, -5.17287], [-9.42577, -2.72319, -3.98604], [-9.93525, -4.24642, -3.04356], [-10.87464, -2.67383, -2.99060], [-14.30618, -5.19191, -0.37885], [-13.34950, -5.70873, -1.43975], [-13.06058, -4.90078, -2.32250], [-12.84502, -6.81270, -1.22914], [-14.02736, -5.59706, 0.59388], [-15.23981, -5.67429, -0.66823], [-14.36506, -4.10705, -0.46676], [-8.47277, 1.06084, -2.94999], [-8.83208, 2.77307, -2.89938], [-9.63611, 0.27218, -3.92416], [-7.54546, 0.78411, -3.45161], [-8.39518, 0.68068, -1.93139], [-10.53557, -2.32702, 0.51886], [-9.22651, -1.82027, -0.50452], [-12.00019, -2.67186, -0.33570], [-10.19790, -3.19850, 1.07975], [-10.73998, -1.46052, 1.14775]],
  "de_lowest_kj_mol": 125.1,
  "orbital_gap_ev": 10.0,
  "smiles": "C[N+](=O)[O-].C[N+](=O)[O-].C[N+](=O)[O-].C[N+](=O)[O-].C[N+](=O)[O-].ClCCl.ClCCl",
  "e_homo_ev": -10.39,
  "lumo_energy_ev": -0.35
}



[4]
{
  "formula": "C4H31N2O12S",
  "method": "ωB97M-V with the def2-TZVPD basis set",
  "symbols": ["C", "N", "C", "C", "S", "C", "N", "O", "H", "H", "H", "H", "H", "H", "H", "H", "H", "H", "H", "O", "H", "H", "O", "H", "H", "O", "H", "H", "O", "H", "H", "O", "H", "H", "O", "H", "H", "O", "H", "H", "O", "H", "H", "O", "H", "H", "O", "H", "H", "O"],
  "coordinates": [[0.19875, -2.06826, 1.58671], [0.34856, -0.60589, 1.55472], [0.01220, 0.09508, 0.30920], [0.79750, 1.45646, 0.19264], [0.77636, 2.21312, -1.42346], [-1.55347, 0.48721, 0.24205], [-1.97204, 1.34164, -0.72618], [-2.33907, -0.09721, 0.97635], [-0.87653, -2.34319, 1.78307], [0.40398, -2.53424, 0.58935], [0.94845, -2.52845, 2.31358], [-0.11119, -0.17358, 2.31199], [0.30967, -0.52342, -0.51654], [1.88386, 1.20413, 0.56101], [0.38513, 2.17235, 1.00000], [-1.31883, 1.95393, -1.28492], [-2.83300, 1.92878, -0.77379], [-1.76730, 1.96591, 3.14809], [-2.07499, 0.50307, 2.71654], [-1.67731, 1.03962, 3.40184], [3.10676, -0.97066, -0.91825], [2.22438, -0.98697, 0.31967], [2.83890, -1.56203, -0.24430], [-0.32116, 0.52089, 4.49449], [1.11201, 0.13857, 4.57129], [0.49208, 0.76348, 4.94698], [-0.20213, -1.89052, -3.30356], [1.22341, -2.23015, -3.48492], [0.42734, -2.07242, -4.02550], [3.20081, 1.08495, -2.14153], [2.41280, 0.41487, -3.25196], [3.15632, 0.24984, -2.64164], [-0.01265, 0.90753, -4.63240], [0.65231, -0.51265, -4.60334], [0.75540, 0.40339, -4.99602], [-1.10292, 3.88510, 1.44731], [-0.32530, 3.61957, 2.76938], [-1.20248, 3.49781, 2.35344], [2.42253, -2.92190, -1.48996], [1.29019, -3.91289, -2.04267], [2.22261, -3.76211, -1.95886], [-2.66161, -1.78138, -1.87238], [-1.69631, -1.93448, -0.69831], [-2.01069, -2.39372, -1.48122], [-4.33034, -0.95075, -1.62099], [-3.16550, 0.19732, -1.89044], [-3.78083, -0.44229, -2.21889], [0.90337, 2.17569, 4.21813], [1.77757, 2.21096, 3.06977], [1.05238, 2.76789, 3.36443]],
  "de_lowest_kj_mol": 118.4,
  "orbital_gap_ev": 6.9,
  "e_homo_ev": -4.35,
  "total_charge": -1,
  "lumo_energy_ev": 2.57
}